1.
Molecular formula: C3H7N2
Method: DFT, ωB97M-V/def2-TZVPD

```
12
Properties=species:S:1:pos:R:3:forces:R:3
C -0.674 -0.934 -1.114 5.058 1.121 1.717
C 0.833 1.315 0.255 0.819 -2.438 1.158
C 1.084 -0.015 -0.194 -2.711 -2.899 -1.555
N -1.452 -0.866 -0.146 -2.011 1.569 -1.240
N 0.567 0.054 1.069 -0.996 1.818 -1.904
H -0.476 -1.449 -2.024 -1.143 -0.275 -0.807
H 1.705 1.788 0.529 1.567 1.619 0.497
H 0.033 1.817 -0.112 -2.324 1.656 -0.601
H 1.917 -0.505 -0.639 0.531 -0.297 0.143
H -2.471 -0.897 -0.269 0.221 -0.798 0.471
H 0.996 -0.151 1.926 1.042 -0.295 1.158
H -1.047 -0.186 0.562 -0.050 -0.783 0.962
```
Positions in Å, forces in eV/Å.

Results
- orbital gap (hartree) = 0.3734
- energy above the lowest of the compared OMol25 structures with the same formula, charge and spin (eV) = 4.1778
- calculated total energy (eV) = -6193.334
- total charge = +1
- M (g/mol) = 71.10

2.
Molecular formula: CH12NO3
Method: DFT, ωB97M-V/def2-TZVPD

```
17
Properties=species:S:1:pos:R:3:forces:R:3
C 0.822 0.458 1.671 1.316 -1.294 -0.510
N -0.067 0.279 0.481 -0.138 0.817 0.566
H 0.937 1.477 2.013 -0.585 0.029 0.145
H 0.508 -0.301 2.384 -0.258 0.623 0.464
H 1.810 0.091 1.385 0.049 0.360 -0.152
H -0.135 1.087 -0.146 -0.280 0.164 0.498
H -0.980 0.021 0.854 -0.246 0.181 -0.686
H 0.274 -0.417 -0.176 0.052 -0.678 -0.327
H 0.533 -0.154 -2.768 0.068 -0.441 -0.210
H 0.011 -1.582 -2.304 0.063 0.111 -0.529
O 0.205 -0.682 -2.033 -0.180 0.218 0.705
H 3.694 -2.064 -1.442 0.244 0.145 -0.123
H 2.606 -2.437 -2.399 0.079 0.019 -0.245
O 3.271 -1.755 -2.252 -0.258 -0.202 0.386
H -4.808 2.698 1.462 0.269 -0.182 -0.308
H -4.424 1.357 2.015 0.015 -0.096 -0.108
O -4.257 1.926 1.255 -0.210 0.226 0.434
```
Positions in Å, forces in eV/Å.

Results
- orbital gap (hartree) = 0.4033
- energy above the lowest of the compared OMol25 structures with the same formula, charge and spin (eV) = 1.4379
- calculated total energy (eV) = -8857.658
- total charge = +1
- M (g/mol) = 86.11

3.
Molecular formula: C5H6F2
Method: DFT, ωB97M-V/def2-TZVPD

```
13
Properties=species:S:1:pos:R:3:forces:R:3
C 0.535 -0.817 1.465 0.451 -4.870 2.709
C 0.007 -0.319 0.241 -0.223 0.590 -2.945
C 0.755 0.617 -0.603 1.168 1.868 0.285
C 0.023 1.331 -1.434 0.060 1.832 -0.985
F 0.628 2.224 -2.246 0.595 0.309 -0.305
C -1.161 -0.661 -0.288 -1.682 -1.654 2.071
F -1.962 -1.432 0.540 -0.030 -0.073 -0.296
H -0.191 -1.505 2.103 1.235 1.780 -1.450
H 0.927 -0.074 2.073 0.386 1.674 1.281
H 1.456 -1.518 1.379 -1.359 1.016 -0.564
H 1.819 1.089 -0.487 -1.809 -1.828 -0.101
H -1.037 1.527 -1.600 0.152 -0.921 0.500
H -1.798 -0.462 -1.145 1.054 0.278 -0.200
```
Positions in Å, forces in eV/Å.

Results
- orbital gap (hartree) = 0.3507
- SMILES = CC(/C=C/F)=C\F
- energy above the lowest of the compared OMol25 structures with the same formula, charge and spin (eV) = 1.2953
- calculated total energy (eV) = -10714.597
- M (g/mol) = 104.10

4.
Molecular formula: C26H33NO2
Method: DFT, ωB97M-V/def2-TZVPD

```
62
Properties=species:S:1:pos:R:3:forces:R:3
C 3.042 1.603 -2.761 0.095 0.064 -0.186
C 3.825 1.853 -1.501 0.537 0.012 0.472
C 2.879 1.397 -0.370 0.916 0.626 0.745
O 3.174 1.480 0.824 -0.602 -0.240 -1.095
N 1.703 0.929 -0.895 0.457 0.467 0.868
C 1.767 0.936 -2.275 -1.838 -0.321 -1.196
O 0.893 0.518 -3.047 1.077 0.603 1.408
H 2.794 2.547 -3.254 -0.251 -0.201 -0.064
H 3.558 0.988 -3.501 -0.183 -0.073 0.090
H 4.770 1.288 -1.468 -0.371 0.179 0.189
H 4.075 2.917 -1.376 -0.063 -0.371 0.215
C -4.082 -2.380 -3.046 -0.273 -0.099 -0.286
C -2.768 -2.407 -2.325 0.513 0.250 0.218
C -2.732 -2.323 -0.931 0.239 -0.312 -0.153
C -1.529 -2.285 -0.218 0.010 0.150 -0.294
C -1.647 -2.351 1.302 -0.341 0.082 0.287
C -0.317 -2.209 -0.943 -0.144 -0.305 0.015
C 1.027 -1.905 -0.292 0.203 0.350 0.124
C 1.711 -3.202 0.139 -0.047 -0.079 0.308
C 0.994 -0.858 0.883 1.012 -1.212 -0.947
C 0.282 0.380 0.541 -0.197 -0.287 -2.230
C -0.139 1.346 1.519 0.096 1.690 0.782
C -0.699 2.559 1.003 0.056 -0.367 -0.034
C -0.845 2.731 -0.474 0.097 0.247 -0.542
C -1.101 3.606 1.823 0.071 -0.192 0.388
C -0.998 3.501 3.215 0.172 -0.389 -0.509
C -1.430 4.643 4.093 0.065 0.143 0.215
C -0.447 2.320 3.739 -0.185 0.150 -0.119
C -0.007 1.251 2.952 -0.097 0.413 -0.808
C 0.530 0.070 3.701 0.208 -0.250 0.688
C -0.327 -2.464 -2.338 -0.420 0.490 0.555
C 0.952 -2.589 -3.123 0.302 0.143 -0.376
C -1.551 -2.513 -3.011 -0.156 -0.140 0.439
H -3.945 -2.104 -4.097 -0.050 -0.011 0.158
H -4.573 -3.361 -3.032 0.094 0.076 0.015
H -4.784 -1.671 -2.591 0.193 -0.082 -0.069
H -3.664 -2.324 -0.364 0.127 0.001 -0.187
H -0.928 -3.048 1.781 -0.317 0.493 -0.349
H -1.582 -1.362 1.793 0.185 -0.351 -0.216
H -2.663 -2.708 1.558 0.515 0.024 -0.168
H 1.646 -1.448 -1.081 -0.231 -0.135 0.351
H 1.843 -3.872 -0.719 0.005 0.124 0.260
H 2.691 -3.015 0.601 -0.216 -0.064 -0.094
H 1.068 -3.721 0.861 0.255 -0.020 -0.041
H 0.557 -1.331 1.755 0.140 0.119 0.101
H 2.047 -0.540 1.102 -0.862 -0.547 0.209
H -0.303 0.356 -0.401 -0.035 -0.233 1.117
H -1.124 3.769 -0.695 -0.036 -0.351 -0.054
H 0.098 2.504 -1.001 -0.492 0.162 0.210
H -1.613 2.053 -0.880 0.194 0.231 0.056
H -1.494 4.523 1.366 0.118 -0.394 0.207
H -1.482 4.337 5.144 -0.013 0.082 -0.219
H -0.700 5.462 4.017 -0.172 -0.180 0.038
H -2.407 5.055 3.797 0.310 -0.236 0.031
H -0.341 2.228 4.823 -0.083 0.048 -0.328
H 0.575 0.346 4.762 0.037 -0.137 -0.217
H -0.133 -0.807 3.650 0.192 0.219 -0.159
H 1.541 -0.229 3.409 -0.255 0.106 -0.096
H 0.791 -3.195 -4.022 -0.059 0.063 0.156
H 1.288 -1.596 -3.463 -0.100 -0.358 0.157
H 1.772 -3.057 -2.562 -0.321 0.153 -0.167
H -1.540 -2.621 -4.094 -0.083 -0.026 0.132
```
Positions in Å, forces in eV/Å.

Results
- orbital gap (hartree) = 0.2815
- energy above the lowest of the compared OMol25 structures with the same formula, charge and spin (eV) = 0.0000
- calculated total energy (eV) = -33082.452
- M (g/mol) = 391.55

5.
Molecular formula: C4H8O2P
Method: DFT, ωB97M-V/def2-TZVPD

```
15
Properties=species:S:1:pos:R:3:forces:R:3
C -1.379 -0.807 0.001 -0.155 -0.132 0.014
C -0.117 -0.039 -0.058 8.137 -2.878 1.284
C -0.047 1.392 -0.434 -0.112 0.057 -0.027
C 1.420 -0.751 0.239 -7.847 2.917 -1.537
P 3.070 -0.048 0.163 0.764 -0.075 0.061
O 3.918 -0.957 -0.659 0.029 -0.607 -0.156
O 3.130 1.413 -0.106 -0.579 0.695 0.106
H -1.487 -1.329 0.954 -0.052 -0.045 -0.012
H -2.223 -0.123 -0.122 -0.098 -0.069 0.042
H -1.437 -1.556 -0.796 -0.014 0.040 0.037
H 0.991 1.711 -0.396 0.058 0.180 -0.024
H -0.641 2.012 0.246 -0.135 0.045 -0.007
H -0.426 1.555 -1.449 -0.108 0.040 -0.046
H 1.346 -1.802 0.478 -0.031 -0.247 0.088
H 3.375 -0.285 1.534 0.143 0.078 0.178
```
Positions in Å, forces in eV/Å.

Results
- orbital gap (spin up / spin down) (hartree) = 0.2824 / 0.2836
- SMILES = CC(C)=C[P@@H](=O)[O-]
- energy above the lowest of the compared OMol25 structures with the same formula, charge and spin (eV) = 1.8664
- calculated total energy (eV) = -17661.705
- total charge = -1
- M (g/mol) = 119.08

Question: What is the M in the fifth record?
Answer: 119.08 g/mol